Density functional theory data (wB97M-V/def2-TZVPD) for a 21-piece molecular cluster, C39H59Cl60F2O2PS overall in a non-equilibrium geometry.

Values from the calculation:
Electronic energy (eV): -822387.321
Highest occupied orbital energy (eV): -9.80
Kohn-Sham gap (eV): 8.442

XYZ file:
```
164
Properties=species:S:1:pos:R:3:forces:R:3
Cl 2.80598 9.84521 -1.02073 -0.3 0.0 -0.1
H -0.63802 -4.82733 -0.16782 -1.5 1.4 1.7
H -13.86675 -2.85993 8.64552 -0.4 0.0 0.1
Cl -3.24010 -0.17553 -3.32871 -0.1 0.0 0.0
Cl 2.25290 5.15542 5.10374 -0.2 -0.2 -0.1
Cl -5.90396 -6.06534 4.31246 -0.3 0.0 0.1
Cl -0.11294 5.09394 -15.27528 0.1 0.1 0.2
H 7.99961 -5.54359 -0.78590 0.3 0.0 -0.1
Cl 9.36291 -3.76735 -1.52105 0.3 -0.2 0.1
H 2.06186 6.57956 -4.40378 0.3 0.0 0.0
Cl 1.92229 8.61030 -8.51173 0.1 -0.2 -0.1
H 1.76014 0.88089 -2.33669 -0.1 -0.4 2.5
Cl -2.04801 -3.73956 -3.62642 0.1 -0.1 0.0
C 0.10863 -2.72724 2.39296 -0.8 -0.3 1.2
C -0.75111 13.18072 2.19608 0.0 0.1 0.0
Cl -4.08787 3.91410 -2.99298 0.0 0.1 0.0
Cl 5.58058 6.89095 9.18746 0.1 0.0 -0.2
Cl -5.25938 -1.41909 -5.01973 0.0 0.2 0.3
H -0.66016 -2.26976 3.16499 1.4 -0.8 -1.7
H 0.59873 0.03585 -1.10897 2.3 0.6 -0.4
S 0.69413 1.49569 1.80021 -8.6 2.7 1.8
H -2.57650 -6.12758 0.50984 -0.5 2.4 0.5
Cl -7.69066 -3.76757 4.20504 0.5 -0.2 0.0
H 7.42435 -3.11632 -3.03526 -0.4 0.0 0.1
C -3.54077 -2.63270 -8.50265 0.0 0.0 0.0
H -1.41551 -1.98047 5.48806 -0.1 -2.2 0.7
H 7.74470 1.66960 6.17666 -0.2 -0.1 0.3
H -3.22332 -4.36692 6.16811 1.2 0.7 -2.1
H -3.18879 -1.59866 -8.46355 -0.1 -0.4 0.0
H 3.57111 -3.85942 -0.95586 -1.7 0.9 1.6
H -4.54964 -2.70390 2.23319 2.1 -1.0 0.9
Cl -10.82977 -3.60990 4.16978 -0.5 0.2 0.1
Cl -15.73464 -4.29694 8.65211 0.1 0.2 0.0
C -1.27926 -4.23144 0.64395 0.0 -0.9 -0.8
H -0.61806 2.10326 -1.03519 0.7 2.2 -0.6
Cl 6.29020 -2.54636 -1.04944 0.0 0.0 -0.3
C -3.58870 -3.24042 2.69616 -0.8 0.5 0.1
C 3.48979 -2.98352 1.16810 -0.4 -0.3 0.0
H 0.20963 2.59944 -3.50077 -0.7 2.3 1.3
Cl -5.14143 6.42109 -4.03651 0.2 -0.1 0.1
Cl 0.65803 9.21027 0.84116 0.1 -0.4 -0.3
C -2.65147 -3.98679 5.19158 -0.6 -0.1 1.4
H 2.06026 -1.10896 1.54027 1.1 -1.8 0.9
Cl -3.21600 -3.39255 -6.93519 0.0 0.1 -0.3
Cl 5.55860 1.24152 6.94591 0.6 -0.2 0.1
F 1.50454 0.81605 3.16956 -1.2 1.0 -2.7
H 3.65738 -3.98277 1.79854 -0.1 2.3 -1.3
H 0.48221 9.87685 -1.41246 0.2 -0.2 0.2
H -3.61105 -1.98740 4.62332 -0.3 -2.4 -0.7
Cl 4.04699 6.30857 -3.16262 -0.1 -0.1 -0.2
Cl 5.55647 -4.55333 -3.02867 0.2 0.1 0.0
H 1.27291 3.07845 4.57418 0.1 0.2 0.3
Cl 8.04961 0.01853 7.83063 -0.1 0.2 -0.1
O 0.24704 2.93456 2.23925 3.0 -4.8 -1.1
H 1.46732 -1.99883 4.09749 0.4 -1.7 -2.0
C -1.36322 -3.12517 5.72576 1.1 -1.0 -0.4
H -7.96893 -5.77352 5.41036 0.1 0.1 -0.4
C 6.37275 -3.00405 -2.75926 0.0 0.1 0.0
H 1.26932 4.23161 0.11349 0.5 -1.8 -1.9
H 3.43150 -1.39184 2.80198 -1.6 -1.1 -1.5
H 0.87307 -2.06217 -0.58362 2.5 -0.2 -0.7
H 3.46862 6.83184 -8.51251 -0.2 0.2 -0.3
H -4.87604 -3.38785 4.62304 2.6 0.3 -0.6
Cl 3.53708 5.55474 -5.92951 -0.1 0.0 0.1
H 7.24629 -7.14941 -3.46161 -0.2 -0.4 0.0
Cl 7.55540 6.83554 -0.02358 -0.1 0.1 -0.1
H -3.22459 -5.59506 2.83812 -0.6 1.9 -1.2
C 2.96537 7.40942 -9.29213 0.1 0.1 0.1
H -1.14769 -3.35299 6.87755 -0.6 0.8 -2.5
Cl 0.12454 12.34147 0.90455 -0.1 0.5 0.2
C 1.96657 -2.23059 -1.01654 0.0 -0.7 -0.8
F 0.26253 4.80730 -3.13773 -0.9 -2.5 0.1
C 3.12617 6.68560 -4.62881 -0.1 0.2 0.0
H -2.95534 5.96007 -3.28626 -0.2 -0.2 -0.2
H -0.92381 -4.81044 2.93303 0.7 1.3 -1.7
Cl 7.61921 2.87583 8.19747 0.1 -0.2 -0.1
O -0.63152 0.73842 1.44216 5.5 1.3 1.4
C -3.69889 5.40654 -3.86538 0.0 0.2 0.0
H -0.99648 3.92505 -0.69582 1.7 -1.4 -1.2
Cl 9.98474 -5.81458 0.45526 -0.2 0.1 -0.2
H 0.07674 -2.00886 1.45001 0.2 -1.7 1.9
Cl -8.58481 -6.35525 3.21112 0.1 0.1 0.2
C 1.15659 9.21842 -0.85900 0.0 0.1 0.1
H -2.23651 -4.94800 4.66978 -1.0 1.9 0.8
C 2.63480 -1.95486 2.11778 1.0 -0.1 1.2
Cl -2.66511 -3.47196 -9.79418 -0.1 0.1 0.1
C 5.66314 6.43327 7.47764 0.0 -0.2 0.0
Cl 5.15459 -8.16860 -3.83631 0.2 0.1 0.0
Cl 5.66048 -1.74029 -3.77665 0.1 -0.1 0.1
H -1.45545 3.47546 -3.21762 2.3 0.3 0.5
C 2.73942 -3.43567 -0.21761 0.3 -0.2 -0.6
H -0.39914 14.21476 2.23518 -0.1 -0.4 0.0
C -0.25095 3.20376 -1.26249 0.1 -0.1 -0.7
Cl 4.95061 7.85875 0.78367 0.2 -0.1 -0.1
C -3.58025 -4.76198 2.09184 -0.7 -0.4 -0.6
Cl 0.39897 -5.01854 -2.69902 -0.1 -0.1 -0.2
C 1.71314 0.42262 -1.24155 -1.3 -1.1 -0.7
C 0.88405 5.92557 -14.06949 0.0 0.0 0.0
H 0.59307 -4.87869 1.81593 -2.2 1.1 0.4
H 6.71474 6.32100 7.20164 -0.4 0.1 0.1
Cl -2.07515 -6.54771 -2.85343 0.5 0.7 -0.4
C -2.38539 -9.95166 -1.14731 0.0 -0.1 0.0
C 1.31683 3.39827 -0.73152 -2.0 0.6 0.9
C 1.57928 -2.69924 3.13725 -0.8 1.3 -0.6
Cl 2.00247 6.29583 -10.27815 0.1 0.0 0.1
C -1.11858 -5.24759 -3.58431 -0.1 -0.1 -0.2
C 6.89432 -8.18345 -3.50070 -0.1 0.0 0.0
C 7.30189 1.47701 7.15721 0.0 0.0 -0.1
Cl -15.63063 -1.48390 7.90413 0.2 -0.2 0.1
Cl -15.00091 -2.28997 10.63133 0.1 -0.1 -0.2
H 2.04982 3.71069 -1.59327 -1.3 -0.8 1.7
H -3.38405 -4.56625 -0.19267 1.2 -0.7 1.6
Cl -13.06725 -1.76786 4.45993 0.2 0.0 0.1
C -0.41157 -4.27086 2.03093 1.5 0.8 -0.8
H 1.88548 -3.78720 3.45096 -0.4 2.2 -0.6
Cl 4.95086 7.69703 6.46025 0.1 -0.1 0.1
Cl 4.20051 8.20700 -10.28110 -0.1 -0.1 0.2
Cl -5.38234 -1.74125 -2.12749 0.1 0.2 -0.2
Cl -5.28049 -2.61785 -8.83826 0.2 0.1 0.1
H -5.55798 0.24736 -3.38017 0.2 -0.3 0.0
C -2.74047 -4.96442 0.70202 0.1 -0.2 -0.2
H 5.72934 7.41512 -1.39605 0.2 0.2 0.3
Cl -0.42635 12.42088 3.76354 0.0 0.1 -0.2
C -14.91836 -2.74766 8.92152 0.0 0.0 0.0
C -3.75002 -3.13477 4.32422 -0.1 0.6 -0.1
Cl -3.00667 5.03627 -5.45374 0.0 0.0 0.2
H 4.54435 -2.49652 0.89897 -2.4 -1.1 0.7
Cl 2.56791 5.38385 -14.17393 -0.2 0.1 0.1
Cl 4.84685 4.88399 7.20823 0.3 0.4 0.1
H 1.98568 -4.34729 -0.05629 1.5 2.1 -0.2
H 1.79497 -2.62755 -2.12935 0.3 0.9 2.4
Cl -3.34196 -11.25178 -0.41644 0.1 0.1 -0.1
H -1.42356 -3.14997 0.18427 0.4 -2.0 1.3
H -0.40904 -3.55635 5.15517 -1.9 1.1 1.2
C 2.81044 -0.83155 -1.15197 -1.0 0.9 0.1
H 0.50294 5.67567 -13.07604 0.1 0.1 -0.3
Cl -3.31482 -8.44363 -1.18942 -0.3 -0.7 0.4
Cl 3.09896 2.49886 5.94665 -0.5 0.2 -0.3
H 3.51026 -0.58030 -0.24843 -1.2 -0.8 -1.7
C 6.17668 7.84336 -0.49541 -0.1 0.0 0.0
Cl -0.86784 -9.72261 -0.26202 -0.2 0.0 -0.2
C -7.58782 -5.52362 4.41690 0.1 0.0 0.1
Cl 0.78120 7.68162 -14.28135 0.0 -0.2 0.1
C -11.46727 -2.22310 5.06986 0.0 0.0 -0.2
H -2.14504 -10.23679 -2.17472 -0.1 0.1 0.4
Cl 7.76997 -9.02270 -4.79224 -0.1 0.2 0.2
Cl 9.47483 -6.56841 -2.31164 0.2 0.4 0.1
H -10.79002 -1.37759 4.92466 -0.2 -0.3 0.1
P 1.99189 1.76743 0.09094 2.5 0.9 -2.0
H -0.87823 -5.53272 -4.61172 -0.1 0.1 0.3
Cl 1.03903 7.59086 -1.54965 -0.1 0.1 0.0
C -4.94187 -0.65240 -3.45420 -0.2 0.0 0.0
H -4.71627 -5.02607 1.83705 2.5 0.5 0.6
Cl 7.21908 -8.94329 -1.93325 -0.2 0.0 -0.2
Cl -2.49084 13.19557 1.86047 0.2 0.0 0.0
Cl 3.42515 8.35580 -5.13892 -0.1 -0.3 0.1
Cl 6.70934 9.49210 -0.86649 -0.1 -0.2 0.0
Cl -11.54226 -2.58711 6.80231 0.1 0.1 -0.1
H 3.42088 -0.78501 -2.15128 -1.0 -0.3 2.1
C 9.06393 -5.43754 -1.01093 0.0 -0.1 0.1
H -2.67668 -2.57287 2.39428 -1.5 -1.6 0.4
Cl 0.49418 3.52207 6.75390 0.1 0.0 -0.2
C -0.32959 3.46510 -2.88688 -0.7 -0.5 1.1
C 1.72025 3.50668 5.47482 -0.2 0.0 -0.2
```
Forces are in eV/Å.